a:
Density functional theory data (wB97M-V/def2-TZVPD) for one molecule with the formula C4H12N2O.

Last columns: bonded neighbours and bond lengths (Å).
Positions of all 19 atoms, in Å:
1 C 1.111 -0.433 -2.353  C2 1.505, H8 1.091, H9 1.088, H10 1.095
2 C 0.421 0.034 -1.100  C1 1.505, O3 1.449, C4 1.532, H11 1.083
3 O -0.926 0.513 -1.335  C2 1.449, H12 0.963
4 C 0.352 -1.082 -0.054  C2 1.532, N5 1.461, H13 1.093, H14 1.095
5 N 0.001 -0.542 1.257  C4 1.461, C6 1.444, H15 1.005
6 C -0.717 0.683 1.522  N5 1.444, N7 1.456, H16 1.096, H17 1.097
7 N -0.989 0.740 2.951  C6 1.456, H18 1.019, H19 1.021
8 H 0.535 -1.151 -2.941  C1 1.091
9 H 2.097 -0.800 -2.076  C1 1.088
10 H 1.262 0.390 -3.060  C1 1.095
11 H 0.991 0.830 -0.636  C2 1.083
12 H -0.980 0.472 -2.296  O3 0.963
13 H -0.334 -1.869 -0.378  C4 1.093
14 H 1.381 -1.446 0.022  C4 1.095
15 H -0.352 -1.280 1.841  N5 1.005
16 H -0.165 1.535 1.110  C6 1.096
17 H -1.683 0.707 1.002  C6 1.097
18 H -1.720 1.444 3.040  N7 1.019
19 H -0.286 1.255 3.483  N7 1.021

Summary:
- Frontier orbital gap: 0.33395 Ha
- SMILES: C[C@@H](O)CNCN
- Molar mass: 104.2 g mol⁻¹

Here are the natural (NBO) charges for atoms 1 to 4, given in e: -0.65, 0.08, -0.72, -0.22



b:
Density functional theory data (wB97M-V/def2-TZVPD) for one molecule with the formula C4H12N2O.

Last columns: bonded neighbours and bond lengths (Å).
Positions of all 19 atoms, in Å:
1 N 2.575 1.260 0.665  C2 1.470, H8 1.013, H9 1.015
2 C 2.118 0.495 -0.503  N1 1.470, C3 1.529, H10 1.089, H11 1.089
3 C 1.357 -0.791 -0.176  C2 1.529, N4 1.442, H12 1.101, H13 1.092
4 N -0.005 -0.552 0.232  C3 1.442, C5 1.438, H14 1.007
5 C -0.876 0.060 -0.735  N4 1.438, C6 1.515, H15 1.094, H16 1.101
6 C -2.334 -0.252 -0.469  C5 1.515, O7 1.418, H17 1.094, H18 1.089
7 O -2.691 0.060 0.868  C6 1.418, H19 0.960
8 H 1.928 1.176 1.440  N1 1.013
9 H 3.472 0.925 1.000  N1 1.015
10 H 2.997 0.223 -1.086  C2 1.089
11 H 1.502 1.174 -1.091  C2 1.089
12 H 1.439 -1.457 -1.049  C3 1.101
13 H 1.875 -1.297 0.641  C3 1.092
14 H -0.413 -1.342 0.705  N4 1.007
15 H -0.777 1.150 -0.708  C5 1.094
16 H -0.639 -0.218 -1.773  C5 1.101
17 H -2.537 -1.301 -0.707  C6 1.094
18 H -2.943 0.338 -1.152  C6 1.089
19 H -3.094 -0.717 1.263  O7 0.960

Summary:
- Frontier orbital gap: 0.34136 Ha
- SMILES: NCCNCCO
- Molar mass: 104.2 g mol⁻¹

Here are the natural (NBO) charges for atoms 1 to 4, given in e: -0.84, -0.23, -0.22, -0.63



c:
Density functional theory data (wB97M-V/def2-TZVPD) for one molecule with the formula C4H12N2O.

Last columns: bonded neighbours and bond lengths (Å).
Positions of all 19 atoms, in Å:
1 C 2.136 -0.042 0.064  C2 1.521, H8 1.093, H9 1.095, H10 1.093
2 C 1.132 0.169 1.187  C1 1.521, C3 1.540, H11 1.097, H12 1.099
3 C -0.338 -0.195 0.903  C2 1.540, O4 1.446, C5 1.559, H13 1.097
4 O -1.157 0.908 1.356  C3 1.446, H14 0.980
5 C -0.740 -0.523 -0.567  C3 1.559, N6 1.442, N7 1.447, H15 1.093
6 N -2.105 -0.981 -0.638  C5 1.442, H16 1.018, H17 1.021
7 N -0.815 0.668 -1.387  C5 1.447, H18 1.018, H19 1.022
8 H 2.095 -1.059 -0.335  C1 1.093
9 H 3.152 0.124 0.440  C1 1.095
10 H 1.981 0.669 -0.752  C1 1.093
11 H 1.212 1.203 1.544  C2 1.097
12 H 1.461 -0.454 2.030  C2 1.099
13 H -0.605 -1.046 1.542  C3 1.097
14 H -1.444 1.357 0.534  O4 0.980
15 H -0.076 -1.275 -1.001  C5 1.093
16 H -2.523 -0.539 -1.455  N6 1.018
17 H -2.616 -0.583 0.151  N6 1.021
18 H 0.024 1.229 -1.253  N7 1.018
19 H -0.773 0.370 -2.363  N7 1.022

Summary:
- Frontier orbital gap: 0.37776 Ha
- SMILES: CC[C@@H](O)C(N)N
- Molar mass: 104.2 g mol⁻¹

Here are the natural (NBO) charges for atoms 1 to 4, given in e: -0.61, -0.43, 0.08, -0.73



Which of them is least stable? Easy: a.



a:
Density functional theory data (wB97M-V/def2-TZVPD) for one molecule with the formula C4H12N2O.

Last columns: bonded neighbours and bond lengths (Å).
Positions of all 19 atoms, in Å:
1 N -1.033 1.056 -1.845  C2 1.460, H8 1.009, H9 1.010
2 C -1.851 1.195 -0.643  N1 1.460, C3 1.566, H10 1.058, H11 1.088
3 C -1.139 0.801 0.695  C2 1.566, C4 1.542, H12 1.087, H13 1.088
4 C 0.332 0.356 0.573  C3 1.542, N5 1.477, H14 1.089, H15 1.091
5 N 0.438 -1.111 0.712  C4 1.477, C6 1.465, H16 1.015
6 C 1.805 -1.588 0.936  N5 1.465, O7 1.441, H17 1.084, H18 1.082
7 O 2.497 -1.909 -0.287  C6 1.441, H19 0.960
8 H -0.172 1.572 -1.746  N1 1.009
9 H -1.524 1.330 -2.685  N1 1.010
10 H -2.671 0.539 -0.776  C2 1.058
11 H -2.192 2.216 -0.486  C2 1.088
12 H -1.626 -0.094 1.073  C3 1.087
13 H -1.192 1.651 1.372  C3 1.088
14 H 0.775 0.686 -0.365  C4 1.089
15 H 0.999 0.824 1.299  C4 1.091
16 H 0.146 -1.449 -0.199  N5 1.015
17 H 2.374 -0.753 1.328  C6 1.084
18 H 1.725 -2.494 1.523  C6 1.082
19 H 2.307 -2.830 -0.479  O7 0.960

Summary:
- Frontier orbital gap: 0.36786 Ha
- SMILES: NCCCNCO
- Molar mass: 104.2 g mol⁻¹

Here are the natural (NBO) charges for atoms 1 to 4, given in e: -0.85, -0.21, -0.43, -0.22



b:
Density functional theory data (wB97M-V/def2-TZVPD) for one molecule with the formula C4H12N2O.

Last columns: bonded neighbours and bond lengths (Å).
Positions of all 19 atoms, in Å:
1 C -0.232 -1.257 -2.024  N2 1.452, H8 1.077, H9 1.149, H10 1.085
2 N 0.534 -0.823 -0.869  C1 1.452, C3 1.446, H11 1.066
3 C -0.189 -0.379 0.303  N2 1.446, C4 1.537, C6 1.515, H12 1.132
4 C -0.582 1.103 0.204  C3 1.537, N5 1.482, H13 1.097, H14 1.095
5 N 0.486 2.007 -0.284  C4 1.482, H15 1.012, H16 1.023
6 C 0.576 -0.849 1.523  C3 1.515, O7 1.380, H17 1.117, H18 1.119
7 O 0.010 -0.466 2.721  C6 1.380, H19 0.959
8 H -0.956 -1.921 -1.583  C1 1.077
9 H -0.906 -0.421 -2.433  C1 1.149
10 H 0.403 -1.719 -2.773  C1 1.085
11 H 1.283 -0.102 -1.107  N2 1.066
12 H -1.200 -0.864 0.464  C3 1.132
13 H -1.436 1.035 -0.482  C4 1.097
14 H -1.082 1.532 1.079  C4 1.095
15 H 1.152 2.268 0.432  N5 1.012
16 H 0.077 2.853 -0.689  N5 1.023
17 H 0.449 -1.944 1.344  C6 1.117
18 H 1.635 -0.539 1.340  C6 1.119
19 H -0.020 0.487 2.833  O7 0.959

Summary:
- Frontier orbital gap: 0.33898 Ha
- SMILES: CN[C@H](CN)CO
- Molar mass: 104.2 g mol⁻¹

Here are the natural (NBO) charges for atoms 1 to 4, given in e: -0.40, -0.65, -0.08, -0.25



Which of them is least stable? Easy: b.



a:
Density functional theory data (wB97M-V/def2-TZVPD) for one molecule with the formula C4H8O2.

Last columns: bonded neighbours and bond lengths (Å).
Positions of all 14 atoms, in Å:
1 C 1.704 0.420 -0.137  C2 1.519, H7 1.099, H8 1.095, H9 1.092
2 C 0.805 -0.679 0.405  C1 1.519, O3 1.416, C4 1.445, H10 1.081
3 O 0.307 -0.348 1.689  C2 1.416, C4 1.439
4 C -0.619 -0.536 0.603  C2 1.445, O3 1.439, C5 1.511, H11 1.099
5 C -1.131 0.378 -0.487  C4 1.511, O6 1.402, H12 1.111, H13 1.097
6 O -2.503 0.154 -0.674  C5 1.402, H14 0.961
7 H 1.372 1.441 0.095  C1 1.099
8 H 1.904 0.350 -1.211  C1 1.095
9 H 2.642 0.264 0.398  C1 1.092
10 H 1.013 -1.690 0.084  C2 1.081
11 H -1.195 -1.455 0.777  C4 1.099
12 H -0.638 0.059 -1.429  C5 1.111
13 H -0.837 1.425 -0.344  C5 1.097
14 H -2.824 0.219 0.229  O6 0.961

Summary:
- Frontier orbital gap: 0.39216 Ha
- SMILES: C[C@H]1O[C@H]1CO
- Molar mass: 88.1 g mol⁻¹

Here are the natural (NBO) charges for atoms 1 to 4, given in e: -0.65, 0.06, -0.46, -0.01



b:
Density functional theory data (wB97M-V/def2-TZVPD) for one molecule with the formula C4H8O2.

Last columns: bonded neighbours and bond lengths (Å).
Positions of all 14 atoms, in Å:
1 C -1.320 -1.712 0.221  C2 1.514, H7 1.092, H8 1.093, H9 1.095
2 C -0.128 -0.796 0.400  C1 1.514, O3 1.219, C4 1.516
3 O 0.402 -0.715 1.495  C2 1.219
4 C 0.398 0.002 -0.777  C2 1.516, C5 1.533, H10 1.100, H11 1.097
5 C 1.142 1.266 -0.328  C4 1.533, O6 1.405, H12 1.104, H13 1.095
6 O 2.290 0.971 0.425  C5 1.405, H14 0.971
7 H -1.734 -1.711 -0.790  C1 1.092
8 H -1.023 -2.726 0.500  C1 1.093
9 H -2.096 -1.404 0.929  C1 1.095
10 H 1.096 -0.654 -1.317  C4 1.100
11 H -0.415 0.244 -1.472  C4 1.097
12 H 0.438 1.908 0.229  C5 1.104
13 H 1.473 1.831 -1.206  C5 1.095
14 H 1.966 0.450 1.178  O6 0.971

Summary:
- Frontier orbital gap: 0.39616 Ha
- SMILES: CC(=O)CCO
- Molar mass: 88.1 g mol⁻¹

Here are the natural (NBO) charges for atoms 1 to 4, given in e: -0.72, 0.61, -0.58, -0.54



Which of them is least stable? Easy: a.



a:
Density functional theory data (wB97M-V/def2-TZVPD) for an isolated ion of composition C3H4NO3 and charge -1.

Last columns: bonded neighbours and bond lengths (Å).
Positions of all 11 atoms, in Å:
1 O -1.879 -1.477 1.675  C2 1.215
2 C -0.804 -1.141 1.219  O1 1.215, C3 1.492, H8 1.104
3 C -0.675 -0.244 0.035  C2 1.492, N4 1.449, H9 1.092, H10 1.097
4 N 0.710 0.090 -0.232  C3 1.449, C5 1.461, H11 1.009
5 C 1.073 1.324 -0.924  N4 1.461, O6 1.243, O7 1.253
6 O 2.252 1.335 -1.320  C5 1.243
7 O 0.199 2.216 -1.015  C5 1.253
8 H 0.134 -1.501 1.677  C2 1.104
9 H -1.171 -0.656 -0.847  C3 1.092
10 H -1.185 0.716 0.186  C3 1.097
11 H 1.346 -0.662 -0.454  N4 1.009

Summary:
- Total charge: -1
- Frontier orbital gap: 0.29375 Ha
- SMILES: O=CCNC(=O)[O-]
- Molar mass: 102.1 g mol⁻¹

Here are the natural (NBO) charges for atoms 1 to 4, given in e: -0.56, 0.45, -0.36, -0.72



b:
Density functional theory data (wB97M-V/def2-TZVPD) for an isolated ion of composition C3H4NO3 and charge -1.

Last columns: bonded neighbours and bond lengths (Å).
Positions of all 11 atoms, in Å:
1 C 1.201 -0.705 -0.355  C2 1.586, H8 1.077, H9 1.154, H10 1.103
2 C -0.346 -0.957 -0.111  C1 1.586, O3 1.285, N4 1.411
3 O -1.004 -2.061 -0.138  C2 1.285
4 N -1.139 0.199 0.055  C2 1.411, C5 1.491, H11 1.034
5 C -0.613 1.514 0.521  N4 1.491, O6 1.256, O7 1.164
6 O 0.479 1.407 1.133  C5 1.256
7 O -1.200 2.455 0.168  C5 1.164
8 H 1.185 -0.311 -1.357  C1 1.077
9 H 1.845 -1.660 -0.289  C1 1.154
10 H 1.709 0.167 0.090  C1 1.103
11 H -2.116 -0.050 0.284  N4 1.034

Summary:
- Total charge: -1
- Frontier orbital gap: 0.31267 Ha
- SMILES: CC(=O)NC(=O)[O-]
- Molar mass: 102.1 g mol⁻¹

Here are the natural (NBO) charges for atoms 1 to 4, given in e: -0.73, 0.70, -0.70, -0.72



c:
Density functional theory data (wB97M-V/def2-TZVPD) for a 2-piece molecular cluster, C3H4NO3 overall.

Last columns: bonded neighbours and bond lengths (Å).
Positions of all 11 atoms, in Å:
1 C -1.830 -0.629 0.403  N4 1.384, O5 1.277, O6 1.230
2 C 1.445 0.666 0.693  C3 1.489, O7 1.442, H8 1.144, H9 1.051
3 C 1.335 0.145 -0.698  C2 1.489, O7 1.398, H10 1.124
4 N -1.230 -0.640 -0.844  C1 1.384, H11 0.973
5 O -3.038 -0.454 0.027  C1 1.277
6 O -1.424 -0.983 1.508  C1 1.230
7 O 2.121 -0.525 0.244  C2 1.442, C3 1.398
8 H 2.092 1.609 0.738  C2 1.144
9 H 0.539 0.576 1.219  C2 1.051
10 H 1.714 0.551 -1.675  C3 1.124
11 H -1.726 -0.315 -1.616  N4 0.973

Summary:
- Total charge: -1
- Frontier orbital gap (alpha / beta): 0.29954 / 0.28536 Ha
- Molar mass: 102.1 g mol⁻¹

Here are the natural (NBO) charges for atoms 1 to 4, given in e: 0.79, -0.19, 0.14, -0.71



Which of them is least stable? Easy: c.



a:
Density functional theory data (wB97M-V/def2-TZVPD) for a 2-piece molecular cluster, CH3N2O overall.

Last columns: bonded neighbours and bond lengths (Å).
Positions of all 7 atoms, in Å:
1 C -0.013 0.553 -0.667  N3 1.334, O4 1.307
2 N -1.836 -0.892 -0.746  N3 1.101
3 N -0.799 -0.524 -0.721  C1 1.334, N2 1.101
4 O 1.242 0.495 -1.031  C1 1.307, H7 1.033
5 H 0.019 -0.662 2.278  H6 0.741
6 H -0.258 -0.379 1.652  H5 0.741
7 H 1.645 1.409 -0.765  O4 1.033

Summary:
- Total charge: +1
- Frontier orbital gap (alpha / beta): 0.31039 / 0.31037 Ha
- Molar mass: 59.0 g mol⁻¹

Here are the natural (NBO) charges for atoms 1 to 4, given in e: 0.54, 0.43, -0.05, -0.50



b:
Density functional theory data (wB97M-V/def2-TZVPD) for an isolated ion of composition CH3N2O and charge +1.

Last columns: bonded neighbours and bond lengths (Å).
Positions of all 7 atoms, in Å:
1 N 1.072 0.437 -0.060  C2 1.279, H5 1.034, H6 1.046
2 C -0.111 -0.037 0.050  N1 1.279, N3 1.276, O4 1.421
3 N -1.095 -0.843 -0.049  C2 1.276, O4 1.512, H7 0.997
4 O -1.361 0.636 0.114  C2 1.421, N3 1.512
5 H 1.922 -0.024 -0.427  N1 1.034
6 H 1.295 1.421 0.214  N1 1.046
7 H -1.722 -1.590 0.158  N3 0.997

Summary:
- Total charge: +1
- Frontier orbital gap: 0.43063 Ha
- SMILES: [NH2+]=C1NO1
- Molar mass: 59.0 g mol⁻¹

Here are the natural (NBO) charges for atoms 1 to 4, given in e: -0.72, 0.81, -0.28, -0.25



Which of them is least stable? Easy: a.



a:
Density functional theory data (wB97M-V/def2-TZVPD) for an isolated ion of composition C5H11N2O and charge +1.

Last columns: bonded neighbours and bond lengths (Å).
Positions of all 19 atoms, in Å:
1 C -0.859 0.488 -1.245  C2 1.526, H9 1.109, H10 1.088, H11 1.092
2 C -0.221 0.370 0.136  C1 1.526, C3 1.489, C4 1.568, C7 1.508
3 C -1.113 0.362 1.327  C2 1.489, H12 1.024, H13 1.124, H14 1.147
4 C 0.983 1.375 0.160  C2 1.568, O5 1.424, H15 1.215, H16 1.098
5 O 2.179 0.668 -0.153  C4 1.424, N6 1.446
6 N 1.877 -0.745 -0.090  O5 1.446, C7 1.383, H17 1.044
7 C 0.510 -0.941 -0.007  C2 1.508, N6 1.383, N8 1.285
8 N -0.027 -2.107 0.058  C7 1.285, H18 1.077, H19 1.028
9 H -0.376 -0.165 -2.000  C1 1.109
10 H -0.906 1.475 -1.701  C1 1.088
11 H -1.862 0.065 -1.318  C1 1.092
12 H -1.084 -0.562 1.767  C3 1.024
13 H -2.126 0.690 0.968  C3 1.124
14 H -0.983 1.193 2.107  C3 1.147
15 H 0.932 2.185 -0.744  C4 1.215
16 H 0.908 1.828 1.157  C4 1.098
17 H 2.716 -1.214 -0.495  N6 1.044
18 H -1.020 -2.084 0.475  N8 1.077
19 H 0.471 -2.881 -0.401  N8 1.028

Summary:
- Total charge: +1
- Frontier orbital gap: 0.38470 Ha
- SMILES: CC1(C)CONC1=[NH2+]
- Molar mass: 115.2 g mol⁻¹

Here are the natural (NBO) charges for atoms 1 to 4, given in e: -0.61, -0.16, -0.63, -0.06



b:
Density functional theory data (wB97M-V/def2-TZVPD) for an isolated ion of composition C5H11N2O and charge +1.

Last columns: bonded neighbours and bond lengths (Å).
Positions of all 19 atoms, in Å:
1 H 4.342 0.681 -0.226  N2 1.071
2 N 3.485 0.147 -0.582  H1 1.071, C3 1.276
3 C 2.331 0.223 -0.043  N2 1.276, O4 1.334, C5 1.521
4 O 1.985 0.848 1.084  C3 1.334, H10 1.044
5 C 1.201 -0.288 -0.924  C3 1.521, N6 1.494, H11 1.085, H12 1.133
6 N -0.106 -0.314 -0.199  C5 1.494, C7 1.457, C8 1.286
7 C -0.488 -1.332 0.772  N6 1.457, H13 1.097, H14 1.150, H15 1.088
8 C -0.925 0.633 -0.492  N6 1.286, C9 1.511, H16 1.035
9 C -2.414 0.720 -0.251  C8 1.511, H17 1.055, H18 1.095, H19 1.098
10 H 2.841 0.899 1.679  O4 1.044
11 H 1.083 0.119 -1.923  C5 1.085
12 H 1.401 -1.378 -1.160  C5 1.133
13 H -1.211 -1.918 0.192  C7 1.097
14 H 0.319 -2.039 1.184  C7 1.150
15 H -0.926 -0.707 1.547  C7 1.088
16 H -0.585 1.235 -1.263  C8 1.035
17 H -2.787 -0.155 0.205  C9 1.055
18 H -2.850 0.804 -1.252  C9 1.095
19 H -2.621 1.714 0.166  C9 1.098

Summary:
- Total charge: +1
- Frontier orbital gap: 0.34899 Ha
- SMILES: [H]/N=C(\O)C/[N+](C)=C/C
- Molar mass: 115.2 g mol⁻¹

Here are the natural (NBO) charges for atoms 1 to 4, given in e: 0.39, -0.68, 0.53, -0.68



Which of them is least stable? Easy: a.